# 1
ORCA calculation (the ωB97M-V functional and the def2-TZVPD basis) on one molecule with the formula C6H6N2O2 at a distorted geometry.

Values from the calculation:
Frontier orbital gap: 8.82 eV
E_HOMO: -8.95 eV

Geometry as XYZ:
```
16
Properties=species:S:1:pos:R:3:forces:R:3:mulliken_charge:R:1
O -3.4493 -0.4599 0.4523 1.77 1.43 -0.94 -0.528
O 0.0616 2.5193 0.0433 -0.24 -0.20 -0.73 -0.614
N 0.5022 0.3116 -0.0637 -6.12 7.35 -5.26 0.016
N -1.7820 1.2185 -0.1931 -2.01 -1.06 1.60 -0.164
C 2.0130 -0.3434 0.4505 1.72 -4.79 8.00 -0.468
C -1.2778 -1.2670 -0.2455 0.40 0.19 -1.10 -0.388
C 3.1512 -0.3502 0.1447 4.44 0.66 -1.58 -0.626
C -2.3377 -0.1689 0.0471 1.05 -0.41 0.14 0.340
C -0.4197 1.4172 -0.1597 0.55 0.28 1.50 0.446
C 0.0884 -0.9585 -0.3446 -6.46 -0.88 -1.16 -0.116
H -2.2899 2.0793 0.2245 0.84 -2.12 -1.10 0.322
H 0.7851 -1.7128 -0.5190 0.74 -0.95 -0.57 0.431
H 1.4172 0.9041 -0.2430 -2.02 -1.54 -0.16 0.211
H 4.1710 -0.2202 -0.1786 -0.59 -0.07 -0.04 0.401
H -1.7574 -2.3102 -0.5278 1.44 2.34 0.94 0.278
H 1.1240 -0.6590 1.1128 4.51 -0.24 0.48 0.458
```
Forces are in eV/Å.

# 2
ORCA calculation (the ωB97M-V functional and the def2-TZVPD basis) on a 2-piece molecular cluster, C6H6N2O2S overall at a distorted geometry.

Values from the calculation:
Frontier orbital gap: 8.74 eV
E_HOMO: -9.83 eV

Geometry as XYZ:
```
17
Properties=species:S:1:pos:R:3:forces:R:3:mulliken_charge:R:1
S 4.3635 -0.1629 0.1884 0.68 -2.05 0.20 0.712
O 4.7547 0.6778 -0.8922 -0.09 0.38 -0.57 -0.403
O 3.7194 -1.4250 -0.1430 0.26 1.16 0.08 -0.433
N 0.9083 -2.5010 -0.0522 -0.50 0.05 0.97 -0.708
N 2.6958 1.2684 1.0970 -1.75 0.44 0.04 -0.564
C 0.5632 1.7786 -0.0867 -2.69 1.75 -2.93 -0.540
C 0.4807 -1.3144 -0.1133 1.87 0.48 -2.47 -0.111
C -0.7172 1.4202 -0.0718 0.55 -0.96 0.80 -0.178
C 1.6498 1.4292 0.6184 3.70 -1.03 2.17 0.636
C -0.5803 -0.8910 0.6821 -2.48 -1.59 2.74 -0.116
C -1.1791 0.2788 0.7229 0.92 1.46 -1.52 -0.533
H -2.0399 0.4157 1.2649 -1.94 0.15 1.36 0.485
H 0.9065 -0.5914 -0.8819 -0.39 -0.74 1.03 0.459
H -1.3272 1.9965 -0.7413 -0.67 -0.16 -0.06 0.397
H 0.7486 2.4448 -0.9158 0.63 0.60 0.16 0.296
H -1.0162 -1.6947 1.3551 0.63 0.90 -0.96 0.273
H 1.7010 -2.4942 -0.6394 1.26 -0.83 -1.04 0.327
```
Forces are in eV/Å.

# 3
ORCA calculation (the ωB97M-V functional and the def2-TZVPD basis) on C6H6N2O4 as an isolated structure at a distorted geometry.

Values from the calculation:
Frontier orbital gap: 8.99 eV
E_HOMO: -9.55 eV

Geometry as XYZ:
```
18
Properties=species:S:1:pos:R:3:forces:R:3:mulliken_charge:R:1
O 2.5276 0.1995 -0.9664 0.24 -0.19 -0.14 -0.558
O -0.1416 -2.9111 -0.5671 0.27 -0.33 0.03 -0.553
O 2.4864 1.9550 0.2762 0.19 0.26 0.12 -0.568
O 1.3368 -2.2031 1.0653 0.31 -0.31 0.35 -0.450
N -1.4244 -0.4545 -0.0389 -0.05 -0.31 -0.03 -0.523
N 1.9576 1.0214 -0.2855 0.24 0.01 -0.04 0.942
C 0.8319 -2.0375 -0.1854 -2.35 3.28 -0.16 -0.072
C -1.6151 1.9196 0.1077 0.05 -0.13 -0.08 -0.436
C -0.1313 -0.3148 -0.1544 2.98 -3.14 -0.35 0.423
C 0.5259 0.9058 -0.1495 -1.65 0.27 0.21 0.278
C -2.1610 0.6441 0.0732 -0.27 0.39 0.13 -0.454
C -0.2402 2.0568 -0.0019 0.34 -0.16 0.00 -0.420
H 0.2471 3.0212 0.0148 -0.03 0.06 0.03 0.444
H -1.0110 -2.5886 -0.2802 -0.04 0.28 -0.01 0.415
H -3.2294 0.4902 0.1479 -0.08 0.08 0.01 0.397
H 0.6628 -2.5764 1.6496 0.01 0.09 -0.16 0.322
H -2.2477 2.7877 0.2079 -0.06 0.02 0.00 0.383
H 1.6256 -1.9153 -0.9133 -0.11 -0.16 0.10 0.430
```
Forces are in eV/Å.

# 4
ORCA calculation (the ωB97M-V functional and the def2-TZVPD basis) on one molecule with the formula C6H6N2S at a distorted geometry.

Values from the calculation:
Frontier orbital gap (spin up / spin down): 7.24 / 7.28 eV
SMILES: C[C@@]12C=CSC1=NN=C2
E_HOMO (spin up / spin down): -7.95 / -7.98 eV

Geometry as XYZ:
```
15
Properties=species:S:1:pos:R:3:forces:R:3:mulliken_charge:R:1
S 1.9731 2.1625 -0.7529 0.04 0.23 0.13 -0.150
N 2.0208 -1.6634 -1.5435 -1.37 -1.75 -0.26 -0.239
N 2.8674 -0.7160 -1.3285 -1.37 5.93 2.46 -0.443
C 0.2027 2.1806 -0.9050 -0.04 -0.08 -0.10 -0.220
C 0.7818 -1.4403 -1.2640 -0.12 0.43 0.11 -0.514
C 0.5975 -0.1172 -0.5658 0.50 0.05 -0.32 1.593
C -0.3635 0.9758 -0.8862 0.12 0.15 -0.11 -0.945
C 0.3727 -0.4945 0.9313 0.19 -0.06 0.32 -1.337
C 1.9411 0.4823 -0.7034 2.68 -4.92 -2.23 -0.124
H -1.4208 0.7899 -0.9610 -0.20 0.11 -0.01 0.374
H 1.1579 -1.1645 1.2737 0.02 -0.06 0.00 0.378
H -0.2762 3.1325 -1.0405 -0.17 0.17 0.02 0.427
H 0.0360 -2.2085 -1.3334 -0.16 -0.21 -0.02 0.468
H 0.3840 0.4064 1.5418 -0.03 0.04 0.01 0.366
H -0.5910 -0.9858 1.0345 -0.07 -0.03 0.01 0.366
```
Forces are in eV/Å.

# 5
ORCA calculation (the ωB97M-V functional and the def2-TZVPD basis) on an isolated ion of composition C6H6N3O2 and charge -1 at a distorted geometry.

Values from the calculation:
Charge: -1
Frontier orbital gap: 5.22 eV
SMILES: [O-]N1C=CC2=CNC(O)=CN21
E_HOMO: -1.65 eV

Geometry as XYZ:
```
17
Properties=species:S:1:pos:R:3:forces:R:3:mulliken_charge:R:1
O -3.1104 0.0471 1.0258 0.08 -2.42 -1.04 -0.541
O 1.8257 1.8150 1.6053 0.30 0.03 -0.12 -0.865
N 0.5139 0.2842 0.5268 -0.81 -2.02 -3.68 0.079
N -1.7261 -1.3937 -0.1723 1.28 0.09 -2.38 -0.310
N 1.6241 1.1055 0.5134 2.08 -0.22 0.73 0.247
C 2.5330 0.5729 -0.3987 -1.61 1.89 -0.11 -0.303
C 1.7959 -0.2026 -1.3179 0.44 0.17 0.44 -0.966
C -0.6624 -1.0679 -1.1643 0.62 0.98 1.07 -0.976
C 0.4837 -0.3756 -0.8054 -0.20 -0.65 2.38 0.657
C -0.7720 0.5629 0.9770 -0.70 -0.72 0.49 -0.472
C -1.7844 -0.2677 0.5955 -0.72 3.11 2.37 0.493
H -3.3092 0.8489 1.4725 0.82 1.18 0.42 0.289
H -0.9280 1.2885 1.7630 0.22 0.31 -0.31 0.324
H 3.5740 1.0058 -0.4829 -1.61 -0.61 0.33 0.349
H -0.6989 -1.4909 -2.1169 -0.42 -0.69 -1.31 0.436
H 2.1025 -0.4815 -2.3036 0.25 -0.27 -0.18 0.338
H -1.4615 -2.2510 0.2827 -0.01 -0.15 0.91 0.224
```
Forces are in eV/Å.

# 6
ORCA calculation (the ωB97M-V functional and the def2-TZVPD basis) on an isolated ion of composition C6H6N3O4 and charge -1 at a distorted geometry.

Values from the calculation:
Charge: -1
Frontier orbital gap: 7.25 eV
SMILES: O=C=C1CCCN1/C([O-])=N/[N+](=O)[O-]
E_HOMO: -3.89 eV

Geometry as XYZ:
```
19
Properties=species:S:1:pos:R:3:forces:R:3:mulliken_charge:R:1
O -0.5823 3.2812 1.8254 -0.14 0.33 0.42 -0.689
O -0.2383 2.0355 3.5652 0.12 0.12 1.22 -0.657
O 1.3122 2.2736 -0.3292 0.36 1.49 -0.81 -0.715
O -0.9688 -0.7339 2.8277 0.03 -0.16 -3.41 -0.552
N 0.4086 0.2815 -0.2622 -0.77 -1.20 -1.27 0.123
N -0.0929 2.2924 2.3936 0.04 -0.04 -2.63 1.101
N 0.5458 1.3836 1.6501 -0.83 -1.34 2.52 -0.647
C -0.5272 -1.9979 -0.5649 -0.94 0.83 0.81 -0.444
C -0.2398 -1.3032 -1.9501 0.82 1.30 0.37 -0.585
C -0.2904 -0.7175 0.4030 -0.92 -2.75 -0.75 -0.369
C 0.6855 -0.0139 -1.6606 -0.70 -1.56 1.28 -0.780
C 0.7149 1.4414 0.3280 1.41 1.38 -0.56 0.504
C -0.6960 -0.6101 1.6499 0.24 0.07 3.92 0.929
H 0.5624 0.8856 -2.2504 -0.24 -0.09 -0.31 0.418
H 1.7240 -0.3628 -1.7287 0.02 0.25 -0.24 0.275
H -1.1840 -1.0302 -2.4464 0.37 -0.03 0.24 0.268
H 0.1122 -2.9109 -0.2780 -0.66 1.58 -0.59 0.255
H 0.3952 -1.8343 -2.6416 -0.31 -0.88 -0.24 0.331
H -1.6410 -2.3601 -0.5307 2.09 0.71 0.02 0.233
```
Forces are in eV/Å.

# 7
ORCA calculation (the ωB97M-V functional and the def2-TZVPD basis) on C6H6N3O4PdS3Sb as an isolated structure.

Values from the calculation:
Spin multiplicity: 2
Charge: +1
Expectation value of S²: 0.757
Frontier orbital gap (spin up / spin down): 6.97 / 6.29 eV
E_HOMO (spin up / spin down): -13.14 / -12.86 eV

Geometry as XYZ:
```
24
Properties=species:S:1:pos:R:3:forces:R:3:mulliken_charge:R:1
Sb 3.0624 -1.2384 1.8701 -0.20 0.11 0.37 0.772
Pd 0.3881 0.1939 -0.0162 -0.48 0.25 -0.05 0.046
S 4.8740 -2.2125 0.6985 0.19 -0.11 -0.24 -0.178
S 2.6147 0.5771 0.2844 0.14 -0.21 0.03 -0.043
S 1.3068 -1.8677 0.2750 0.22 0.01 -0.01 -0.091
O -0.8642 2.3292 -5.9630 0.01 0.01 0.01 -0.584
O -1.9218 1.4895 2.5663 0.11 -0.09 -0.15 -0.497
O -0.1604 0.4080 1.9079 0.26 -0.17 -0.07 -0.423
O -1.4581 1.3091 0.4520 0.12 -0.05 -0.42 -0.766
N -1.2414 1.1034 1.6865 -0.20 0.18 0.34 1.405
N -2.0981 2.7316 -4.1162 -0.02 0.04 0.01 -0.299
N 0.6470 0.2031 -2.0242 -0.23 0.12 0.31 0.178
C -1.0870 2.1409 -4.7891 0.00 -0.01 -0.02 0.389
C -0.1964 1.0431 -2.6484 -0.05 0.02 -0.10 -0.192
C 1.5417 -0.4994 -2.7249 0.11 -0.04 -0.01 -0.006
C 0.7518 0.4743 -4.7521 -0.04 0.00 0.05 -0.100
C -0.1811 1.2036 -4.0171 0.06 -0.05 -0.02 0.204
C 1.6154 -0.3859 -4.0995 -0.02 0.02 0.00 -0.991
H 2.3501 -0.9656 -4.6388 0.00 0.00 -0.01 0.420
H 2.2001 -1.1452 -2.1622 0.00 0.01 -0.03 0.473
H -2.3649 2.5000 -3.1779 -0.01 -0.03 -0.01 0.141
H 0.7745 0.6109 -5.8253 0.00 0.00 0.00 0.527
H -2.7077 3.3351 -4.6444 0.00 0.00 0.01 0.242
H -0.8766 1.5923 -2.0084 0.01 -0.01 0.01 0.372
```
Forces are in eV/Å.

# 8
ORCA calculation (the ωB97M-V functional and the def2-TZVPD basis) on an isolated ion of composition C6H6N5 and charge +1 at a distorted geometry.

Values from the calculation:
Charge: +1
Frontier orbital gap: 6.72 eV
SMILES: CN1C=[N+]=C=C(N)/N=C2N=C/21
E_HOMO: -12.74 eV

Geometry as XYZ:
```
17
Properties=species:S:1:pos:R:3:forces:R:3:mulliken_charge:R:1
N 1.8194 3.1753 0.6012 0.63 -1.85 -3.80 -0.326
N 0.4791 1.4911 1.2832 1.99 2.31 0.25 -0.482
N -0.9036 -1.2389 -0.2343 -0.26 -2.55 -1.70 -0.033
N -1.1404 -0.2074 2.1158 -1.03 0.68 2.52 -0.586
N 0.9904 0.0568 -1.0258 -0.94 0.17 0.09 -0.222
C -1.7011 -2.3531 -0.6751 -0.90 -2.48 -1.56 -1.012
C 1.6030 1.1070 -0.7529 -3.40 -3.74 0.59 0.157
C -0.9759 -0.7756 0.9679 4.13 5.18 -1.95 0.680
C 0.0761 -0.9242 -1.1612 4.07 2.22 -0.59 0.089
C -0.2740 0.5121 1.3387 -1.62 -4.06 -0.74 0.441
C 1.3970 1.9514 0.3016 -1.38 0.03 0.81 0.442
H -2.6825 -2.0124 -1.0752 0.88 -0.28 -0.06 0.302
H 1.6426 3.2802 1.5273 -0.14 1.90 3.22 0.270
H 0.3489 -1.6800 -1.9155 -0.74 0.57 0.33 0.284
H -1.1420 -3.1013 -1.3904 -1.09 1.92 1.13 0.358
H -1.8965 -2.9714 0.1709 -0.35 -0.39 0.75 0.396
H 2.3597 3.6904 -0.0762 0.18 0.36 0.72 0.243
```
Forces are in eV/Å.

# 9
ORCA calculation (the ωB97M-V functional and the def2-TZVPD basis) on an isolated ion of composition C6H6NO and charge +1 at a distorted geometry.

Values from the calculation:
Charge: +1
Frontier orbital gap: 7.99 eV
E_HOMO: -13.64 eV

Geometry as XYZ:
```
14
Properties=species:S:1:pos:R:3:forces:R:3:mulliken_charge:R:1
O 0.0330 2.6196 0.0834 -0.08 0.82 -0.78 0.001
N -2.9026 -0.5582 0.0630 2.12 0.40 1.84 0.186
C 0.6534 0.2578 0.4254 1.99 -2.36 0.83 0.967
C 0.3443 1.5578 0.1473 -0.53 1.96 1.56 0.189
C -3.7907 -0.8233 -0.6359 -2.62 -0.81 -1.92 -0.023
C 1.9988 -0.0615 -0.3732 -3.05 -0.27 -3.35 -1.251
C -1.9331 -0.0441 0.7708 1.19 1.07 0.74 -0.452
C -0.6064 -0.5353 0.2092 -2.20 0.63 -0.48 -1.015
H 0.8791 0.1147 1.4869 0.02 0.88 0.25 0.329
H 2.2379 0.8053 -1.0087 0.06 -0.27 0.15 0.378
H 1.6972 -0.8756 -1.1106 0.74 0.87 1.00 0.361
H -0.5860 -1.5078 0.5798 0.70 -1.99 0.86 0.444
H 2.8585 -0.2994 0.1519 1.17 -0.60 1.60 0.343
H -0.8833 -0.6499 -0.7892 0.48 -0.32 -2.30 0.542
```
Forces are in eV/Å.

# 10
ORCA calculation (the ωB97M-V functional and the def2-TZVPD basis) on an isolated ion of composition C6H6NO2P2 and charge -1 at a distorted geometry.

Values from the calculation:
Charge: -1
Frontier orbital gap: 7.63 eV
SMILES: C[C@]12C=CC(=O)P3[C@@]1([O-])[P@]32=N
E_HOMO: -4.02 eV

Geometry as XYZ:
```
17
Properties=species:S:1:pos:R:3:forces:R:3:mulliken_charge:R:1
P 3.1465 0.6755 0.3797 0.14 0.72 1.60 -0.235
P 1.5996 0.9871 -1.1207 -0.73 0.34 -2.28 -0.008
O 4.2718 -1.7274 -0.0894 -2.09 1.61 0.64 -0.689
O 1.1321 1.9091 1.7915 0.39 -1.74 -0.73 -0.577
N 1.3919 2.5647 -1.1592 1.54 -0.79 2.18 -0.650
C 1.3978 0.8748 1.1476 0.82 1.75 1.42 0.443
C 0.7174 -1.2925 0.1970 1.90 -0.53 -0.10 -0.295
C 1.9373 -1.8302 -0.0165 1.34 -0.59 -0.12 -0.565
C -0.9579 0.5607 0.6279 2.49 4.10 1.71 -1.493
C 3.1727 -1.1073 0.1108 2.38 -1.87 -1.14 0.383
C 0.4230 0.0709 0.4469 0.14 -0.44 1.12 0.706
H 2.2233 -2.8612 -0.3252 -1.14 0.48 0.43 0.250
H -1.4231 0.5095 1.6276 0.66 0.17 -0.16 0.231
H 0.8080 2.7305 -1.9071 -1.59 0.72 -2.22 0.229
H -0.6878 1.6738 0.3408 -1.56 -1.49 0.88 0.359
H -0.0011 -2.0387 0.1556 -2.11 -0.78 -0.28 0.429
H -1.6298 0.2198 -0.0225 -2.58 -1.67 -2.94 0.483
```
Forces are in eV/Å.

# 11
ORCA calculation (the ωB97M-V functional and the def2-TZVPD basis) on C6H6NO6S2 as an isolated structure at a distorted geometry.

Values from the calculation:
Charge: -1
Frontier orbital gap: 8.00 eV
E_HOMO: -4.67 eV

Geometry as XYZ:
```
21
Properties=species:S:1:pos:R:3:forces:R:3:mulliken_charge:R:1
S -2.1316 -1.9991 0.3474 -0.66 1.91 1.51 1.188
S -3.4390 1.0749 -0.2808 -0.37 2.22 0.57 1.007
O -3.4292 2.4742 -0.6884 0.67 -1.35 0.06 -0.645
O -0.9918 -2.7085 0.9059 0.14 0.23 -0.47 -0.670
O -4.7427 0.5658 -0.0513 -0.24 -0.82 -0.27 -0.557
O -3.0352 -1.4516 1.4020 0.29 -1.64 -1.05 -0.665
O -2.4960 0.1522 -1.2789 -0.55 0.57 0.34 -0.464
O -2.7303 -2.5574 -0.8337 -0.40 -0.83 -0.31 -0.675
N -0.2509 -0.0676 -0.4007 0.06 0.85 -1.85 0.046
C 0.0238 1.0677 1.6375 1.06 0.08 2.38 -0.618
C 0.5473 0.4334 0.5741 -1.51 -0.17 0.03 -0.113
C 0.2518 -0.7582 -1.5551 5.03 -0.18 0.62 -1.098
C -1.3908 1.3668 1.7409 0.75 -2.26 -1.58 -0.449
C -1.6237 -0.2746 -0.2286 0.18 -0.03 2.93 0.583
C -2.1525 0.6582 0.8878 0.17 0.79 -1.84 -0.019
H 1.1076 -0.2263 -2.2394 -2.18 -0.71 1.84 0.234
H 0.7501 -1.6786 -1.1200 -0.52 0.55 -1.04 0.391
H -1.7229 1.9621 2.5267 -0.78 1.28 0.79 0.511
H 1.5680 0.2087 0.4303 1.06 -0.08 0.10 0.419
H -0.5417 -1.0100 -2.1567 -1.67 -0.72 -1.49 0.381
H 0.6589 1.1764 2.5606 -0.54 0.31 -1.29 0.213
```
Forces are in eV/Å.

# 12
ORCA calculation (the ωB97M-V functional and the def2-TZVPD basis) on one molecule with the formula C6H6O.

Values from the calculation:
Frontier orbital gap: 9.87 eV
SMILES: C#CC1=CCOC1
E_HOMO: -8.94 eV

Geometry as XYZ:
```
13
Properties=species:S:1:pos:R:3:forces:R:3:mulliken_charge:R:1
O -1.7065 -0.4349 -0.7219 -0.16 -0.11 -0.17 -0.380
C 1.8107 -0.2616 0.3553 0.45 -0.24 0.29 -0.527
C 0.4233 -0.0427 0.1084 -0.15 0.27 0.01 0.304
C -0.4994 -1.1099 -0.4338 0.17 -0.38 0.25 -0.417
C -0.2888 1.0643 0.3327 0.18 -0.21 -0.02 -0.478
C -1.6647 0.8961 -0.2335 -0.11 0.18 0.08 -0.384
C 2.9772 -0.5003 0.5480 -0.47 0.15 -0.08 0.073
H 4.0130 -0.6857 0.7275 -0.17 0.02 -0.05 0.409
H -0.1443 -1.6422 -1.3221 0.07 0.24 0.00 0.282
H 0.0492 1.9472 0.8614 0.05 0.00 -0.29 0.418
H -1.8371 1.5926 -1.0674 0.00 -0.05 0.12 0.230
H -2.4738 1.0481 0.4916 0.12 0.00 0.06 0.249
H -0.6588 -1.8710 0.3539 0.01 0.14 -0.22 0.220
```
Forces are in eV/Å.